Entry from the OMol25 dataset: a structure of composition C41H41Br4CaN7O4S2Si (ωB97M-V/def2-TZVPD).

2S+1: 1
ΔE to the lowest compared entry with this formula, charge and spin: 13.2 kcal/mol
Net charge: -2
HOMO level: -0.072 Ha
DFT total energy: -389967.1830 eV
Kohn-Sham gap: 5.9 eV

```
101
C41H41Br4CaN7O4S2Si, DFT ωB97M-V/def2-TZVPD
Ca -0.01997 0.93211 -0.11077
C -0.98739 -1.03450 1.33796
Si 0.41064 -2.10934 1.65673
C 1.21029 -2.54842 -0.00859
N 1.55188 -1.36562 -0.84060
C 1.51062 -1.71735 -2.26839
C 2.51988 -2.80585 -2.66061
C 3.87105 -2.58788 -1.95440
C 3.98728 -1.13958 -1.49047
C 2.88284 -0.78653 -0.48966
C 1.68770 -1.33669 2.81868
C 2.92828 -1.93211 3.06211
C 3.84990 -1.35920 3.92953
C 3.54227 -0.17058 4.57973
C 2.31462 0.43641 4.35737
C 1.40427 -0.14412 3.48411
C 0.04198 -3.79915 2.49910
C 0.37533 -4.09612 3.82466
C -0.01138 -5.28994 4.42622
C -0.73837 -6.23109 3.71093
C -1.08231 -5.96324 2.39191
C -0.70048 -4.76361 1.80576
H -1.52082 -0.71789 2.23721
H -1.70049 -1.46051 0.61944
H 0.43097 -3.10924 -0.54164
H 2.06192 -3.23835 0.08823
H 1.70479 -0.81343 -2.84440
H 0.49900 -2.04365 -2.51288
H 2.64620 -2.76862 -3.74708
H 2.12657 -3.79791 -2.42438
H 4.69941 -2.85210 -2.61719
H 3.94890 -3.24514 -1.08303
H 3.92071 -0.47359 -2.35577
H 4.95491 -0.94992 -1.02016
H 2.81826 0.29966 -0.40229
H 3.14926 -1.14314 0.50615
H 3.18555 -2.85958 2.55614
H 4.81442 -1.83000 4.08631
H 4.26613 0.29442 5.23832
H 2.08212 1.38318 4.83098
H 0.46958 0.35831 3.27312
H 0.94437 -3.37532 4.40094
H 0.25691 -5.48400 5.45908
H -1.03954 -7.16217 4.17760
H -1.65631 -6.68719 1.82367
H -1.00491 -4.56164 0.78261
N -1.25512 5.04597 -7.88611
C -0.83006 4.36811 -6.72578
C -1.51538 4.53428 -5.52403
C -1.11856 3.84613 -4.39116
C -0.03625 2.98100 -4.45430
C 0.64079 2.79195 -5.64664
C 0.24786 3.48805 -6.77890
S 0.46246 2.13252 -2.98368
O 0.64645 3.14332 -1.97085
O 1.62438 1.33796 -3.32743
N -0.76310 1.26693 -2.47463
C -1.21157 0.13913 -3.08919
N -0.94635 -0.12768 -4.38481
C -1.44960 -1.24971 -4.87594
C -2.22357 -2.12946 -4.14019
C -2.44428 -1.76206 -2.81748
N -1.95052 -0.66319 -2.28755
H -1.74124 5.90476 -7.68432
H -0.50890 5.21218 -8.54167
H -2.36330 5.20922 -5.48001
H -1.64307 3.97449 -3.45162
H 1.46785 2.09555 -5.67101
H 0.77412 3.34352 -7.71688
H -1.21728 -1.45403 -5.91916
H -2.62637 -3.03810 -4.56360
H -3.03409 -2.38734 -2.15125
Br 0.73936 6.69842 4.27443
C 1.10192 5.14265 3.25080
C 2.37192 4.59424 3.21693
Br 3.78716 5.38073 4.20785
C 2.59774 3.42372 2.47386
Br 4.32246 2.63884 2.35685
C 1.58509 2.75415 1.77387
O 1.78311 1.66787 1.10563
C 0.24929 3.32277 1.82026
O -0.71456 2.70937 1.19532
C 0.06624 4.50343 2.54491
Br -1.69163 5.23435 2.49886
C -2.17445 1.83157 3.70697
C -3.18327 1.28202 2.75676
C -4.00578 0.23198 3.04682
C -4.79774 -0.27290 1.99940
N -4.89492 0.30289 0.82430
C -4.17179 1.43346 0.56888
S -4.34786 2.34078 -0.81490
N -3.26023 1.82899 1.53056
C -5.54199 -1.56101 2.19374
H -2.28793 1.37012 4.68631
H -2.26083 2.91435 3.78804
H -1.18011 1.62958 3.31316
H -3.95459 -0.25984 4.00738
H -2.58572 2.56268 1.28394
H -6.13063 -1.53726 3.11280
H -4.82093 -2.37740 2.28105
H -6.19150 -1.74386 1.34111
```

Here are the Löwdin charges for atoms 1 to 8, given in e:
1 Ca 1.34
2 C -0.31
3 Si 0.53
4 C -0.24
5 N -0.20
6 C -0.21
7 C -0.18
8 C -0.20